No. 1
ORCA calculation (ωB97M-V/def2-TZVPD) on a structure of composition C5H7N3 at a distorted geometry.

Each line ends with the natural charge from an NBO analysis.
Element x y z (Å)
C1 -2.04544 -0.20137 -0.36181  -0.014
C2 -0.57794 1.69139 0.48302  0.078
C3 1.04833 0.83324 -0.76161  -0.088
C4 -0.49185 0.29142 0.86028  0.086
C5 0.79052 -1.71290 0.21943  -0.418
N1 -2.96448 -0.38255 -1.01942  -0.468
N2 0.22634 1.98035 -0.46153  -0.357
N3 0.55660 -0.23785 0.34538  -0.388
H1 -1.17938 2.42648 0.91965  0.217
H2 0.91350 0.37680 -1.74750  0.218
H3 2.13246 1.29497 -0.67847  0.232
H4 -0.95266 -0.12370 1.73485  0.243
H5 -0.15915 -2.32796 0.12167  0.229
H6 1.39838 -1.80193 -0.73132  0.217
H7 1.30474 -2.10638 1.07738  0.214

Results
**LUMO**: 0.0050 Eh
**E_tot**: -358.869822 a.u.
**Frontier orbital gap**: 9.7 eV
**2S+1**: 1
**E_HOMO**: -0.3500 Ha
**Net charge**: 0
**Largest force on an atom**: 4.5 eV/A


No. 2
ORCA calculation (ωB97M-V/def2-TZVPD) on the ion C5H7N3 with charge +2 at a distorted geometry.

Each line ends with the natural charge from an NBO analysis.
Element x y z (Å)
C1 -0.76742 1.69463 -0.15949  0.530
C2 0.79425 -0.03505 0.00778  0.515
C3 -1.54792 -0.50369 -0.05719  0.618
C4 0.61121 1.53912 0.10187  -0.562
C5 2.12604 -0.58614 -0.12236  -0.701
N1 -0.23960 -0.81542 -0.02647  -0.072
N2 -1.76780 1.07478 -0.18170  -0.357
N3 -2.60265 -1.19907 -0.03869  -0.556
H1 1.48679 1.97732 -0.44204  0.355
H2 0.43512 1.81457 1.18606  0.363
H3 2.76186 -0.19659 0.60356  0.311
H4 2.57396 -0.33231 -1.11888  0.340
H5 2.09459 -1.59174 -0.03522  0.274
H6 -2.54620 -2.16242 0.14564  0.463
H7 -3.41224 -0.67797 0.13713  0.478

Results
**LUMO (alpha / beta)**: -0.4134 / -0.5439 Eh
**E_tot**: -358.054472 a.u.
**Frontier orbital gap (alpha / beta)**: 6.7 / 7.3 eV
**2S+1**: 3
**E_HOMO (alpha / beta)**: -0.6580 / -0.8111 Ha
**Net charge**: +2
**⟨S²⟩**: 2.01
**Largest force on an atom**: 7.5 eV/A


No. 3
ORCA calculation (ωB97M-V/def2-TZVPD) on an isolated molecule of C5H7N3O at a distorted geometry.

Each line ends with the natural charge from an NBO analysis.
Element x y z (Å)
C1 0.33189 -1.78274 1.32802  -0.420
N1 -0.32681 -0.68447 0.64458  -0.174
N2 0.64072 1.21524 -0.81946  -0.661
C2 0.05876 2.10551 0.05544  0.639
C3 -0.02799 0.01434 -0.91201  0.311
C4 -1.07136 1.37623 0.70754  -0.262
C5 -0.07613 -0.79157 -1.96722  -0.444
N3 -0.82913 0.24092 1.37632  -0.117
O1 0.37481 3.25943 0.20921  -0.579
H1 1.41780 1.46988 -1.41513  0.415
H2 -1.85029 1.99798 1.12893  0.208
H3 0.21416 -2.69208 0.73865  0.206
H4 1.39768 -1.56840 1.42258  0.200
H5 -0.10464 -1.89037 2.32061  0.238
H6 -0.46983 -1.79312 -1.89641  0.223
H7 0.32037 -0.47678 -2.92165  0.216

Results
**LUMO**: 0.0109 Eh
**E_tot**: -434.109377 a.u.
**Frontier orbital gap**: 8.5 eV
**2S+1**: 1
**E_HOMO**: -0.3014 Ha
**SMILES string**: C=C1NC(=O)C=NN1C
**Net charge**: 0
**Largest force on an atom**: 3.5 eV/A